<w>
# C2H10N4S

The ion C2H10N4S with charge +2 (ωB97M-V/def2-TZVPD, OMol25).

CARTESIAN COORDINATES (ANGSTROEM)
S 0.46 -0.24 2.57
N -0.73 -1.14 -0.43
N 0.42 -0.63 -0.17
N -0.88 1.14 0.55
N -1.63 0.80 -0.45
C 0.36 0.48 0.72
C 1.56 -0.77 -1.11
H -2.55 1.08 -0.30
H 1.54 -0.16 -2.12
H 1.20 1.04 0.48
H -1.40 -1.38 0.29
H 0.97 0.88 3.34
H -1.32 1.04 -1.35
H 1.80 -1.76 -1.44
H 2.44 -0.20 -0.70
H -0.91 -1.78 -1.17
H -1.33 1.62 1.29

For the LUMO energy (alpha / beta), the calculation gives -11.2034 / -10.9284 eV. The SMILES is C[N+](=[NH2+])[C@H](S)NN. The net charge is +2. The HOMO-LUMO gap (alpha / beta) comes out at 6.9 / 7.3 eV.

---

<x>
# C2H10N4S

A cluster of 2 separate species, C2H10N4S in total (ωB97M-V/def2-TZVPD, OMol25).

CARTESIAN COORDINATES (ANGSTROEM)
S 0.88 2.06 0.31
N -2.01 1.46 -0.86
N 2.71 -1.11 0.12
N 1.33 -1.29 0.55
N -1.32 0.54 -0.25
C -1.93 -0.80 -0.19
C -0.22 0.75 0.42
H 2.64 -0.90 -0.87
H -2.97 -0.67 0.35
H 3.19 -2.03 0.32
H 1.27 -1.36 1.53
H -2.70 1.34 -1.57
H 1.08 2.42 1.56
H -2.20 -1.04 -1.29
H 3.18 -0.25 0.57
H -1.60 2.35 -1.08
H -1.32 -1.47 0.39

For the LUMO energy (alpha / beta), the calculation gives -9.9873 / -10.2728 eV. The net charge is +2. The HOMO-LUMO gap (alpha / beta) comes out at 7.9 / 7.2 eV.

---

Most stable one: <w>, least stable one: <x>.